(1)
{"formula": "CAuCl3NSSi", "method": "ωB97M-V/def2-TZVPD", "gap_ev": 8.50, "lumo_energy_ev": 3.14, "energy_ha": -2297.11955, "total_charge": -1, "e_homo_ev": -5.4, "elements": ["Au", "Cl", "Si", "Cl", "Cl", "S", "C", "N"], "coordinates": [[0.06, 0.01, -0.27], [-2.17, -1.76, 2.16], [-1.18, 0.01, 1.65], [-2.74, 1.38, 1.78], [-0.14, 0.36, 3.42], [3.02, -0.02, -3.99], [1.97, 0.00, -2.80], [1.17, 0.02, -1.94]]}

(2)
{"formula": "CAuF2", "method": "ωB97M-V/def2-TZVPD", "multiplicity": 3, "gap_ev": [6.52, 7.40], "s2": 2.024, "lumo_energy_ev": [4.83, 3.92], "energy_ha": -373.34222, "total_charge": -1, "e_homo_ev": [-1.7, -3.5], "elements": ["C", "F", "Au", "F"], "coordinates": [[0.93, -0.29, 0.61], [1.58, 0.05, 1.88], [-0.74, -0.12, -0.09], [-0.85, 1.07, -1.39]]}

(3)
{"formula": "CBaF3NO4S2", "method": "ωB97M-V/def2-TZVPD", "gap_ev": [4.47, 4.49], "lumo_energy_ev": [-1.72, -1.74], "energy_ha": -1515.13200, "total_charge": 0, "e_homo_ev": [-6.2, -6.2], "elements": ["N", "S", "O", "O", "S", "O", "O", "Ba", "C", "F", "F", "F"], "coordinates": [[-0.34, -0.70, 1.30], [-0.31, 0.77, 2.14], [-1.77, 1.29, 1.85], [0.32, 1.95, 2.79], [-0.31, -0.83, -0.26], [-0.89, 0.45, -0.83], [-0.46, -2.29, -0.38], [-2.14, 2.44, -0.05], [1.18, -0.77, -1.43], [2.17, -1.48, -0.90], [0.87, -1.27, -2.61], [1.67, 0.45, -1.63]]}

(4)
{"formula": "CBr2NO2", "method": "ωB97M-V/def2-TZVPD", "gap_ev": 6.57, "lumo_energy_ev": 3.72, "energy_ha": -5391.38278, "total_charge": -1, "e_homo_ev": -2.8, "elements": ["C", "N", "O", "O", "Br", "Br"], "coordinates": [[1.28, 0.03, -0.78], [-0.67, 0.36, 0.83], [0.72, 0.51, -1.68], [1.86, -0.63, -0.01], [-2.07, 0.58, -0.52], [-1.12, -0.85, 2.16]]}

(5)
{"formula": "CBr3ClS", "method": "ωB97M-V/def2-TZVPD", "multiplicity": 3, "gap_ev": [8.54, 6.72], "s2": 2.008, "lumo_energy_ev": [0.01, -2.56], "energy_ha": -8618.40392, "total_charge": 0, "e_homo_ev": [-8.5, -9.3], "elements": ["C", "S", "Cl", "Br", "Br", "Br"], "coordinates": [[0.73, 0.05, 0.39], [-2.39, 0.43, -1.46], [-1.82, -1.07, -0.32], [1.37, -0.85, 1.98], [0.63, 1.88, 0.67], [1.48, -0.44, -1.26]]}

(6)
{"formula": "CBr3IS", "method": "ωB97M-V/def2-TZVPD", "gap_ev": 7.89, "lumo_energy_ev": -1.61, "energy_ha": -8455.99551, "total_charge": 0, "e_homo_ev": -9.5, "elements": ["C", "S", "Br", "Br", "Br", "I"], "coordinates": [[-1.02, 0.44, 1.35], [-1.58, -1.08, 1.18], [-1.21, 1.80, 0.10], [-0.54, 1.22, 3.01], [2.97, -1.82, -2.13], [1.37, -0.55, -3.51]]}

(7)
{"formula": "CBr3NO", "method": "ωB97M-V/def2-TZVPD", "gap_ev": 8.55, "lumo_energy_ev": -0.89, "energy_ha": -7890.00206, "total_charge": 0, "e_homo_ev": -9.4, "elements": ["C", "N", "O", "Br", "Br", "Br"], "coordinates": [[0.35, -0.26, -0.33], [-0.84, 0.01, 0.99], [-1.87, 0.50, 0.78], [0.02, 0.19, -2.21], [1.24, -1.89, 0.07], [1.10, 1.45, 0.70]]}

(8)
{"formula": "CBrClFNO2", "method": "ωB97M-V/def2-TZVPD", "multiplicity": 3, "gap_ev": [6.17, 7.48], "s2": 2.007, "lumo_energy_ev": [-0.39, -3.61], "energy_ha": -3377.12127, "total_charge": 0, "e_homo_ev": [-6.6, -11.1], "elements": ["C", "N", "O", "O", "F", "Cl", "Br"], "coordinates": [[-0.50, -0.53, -0.27], [0.87, 0.61, 0.30], [1.63, 0.82, -0.57], [0.82, 0.92, 1.42], [-0.19, -0.54, -1.51], [-0.53, -1.93, 0.70], [-2.11, 0.65, -0.07]]}

(9)
{"formula": "CBrClNO2P", "method": "ωB97M-V/def2-TZVPD", "gap_ev": [8.31, 5.90], "lumo_energy_ev": [-3.10, -3.98], "energy_ha": -3618.85790, "total_charge": 0, "e_homo_ev": [-11.4, -9.9], "elements": ["C", "N", "O", "O", "P", "Cl", "Br"], "coordinates": [[-1.32, -1.54, 1.14], [-2.52, -1.65, 1.11], [0.96, 0.07, -2.08], [-0.14, -1.39, 1.20], [0.99, 0.66, -0.78], [2.72, 1.71, -0.50], [-0.69, 2.14, -0.09]]}

(10)
{"formula": "CBrF2I", "method": "ωB97M-V/def2-TZVPD", "gap_ev": 9.83, "lumo_energy_ev": -0.53, "energy_ha": -3109.52196, "total_charge": 0, "e_homo_ev": -10.4, "elements": ["C", "F", "F", "Br", "I"], "coordinates": [[0.09, -0.21, 0.25], [0.72, 0.92, 0.02], [-0.92, -0.20, -0.75], [1.26, -1.59, -0.29], [-0.65, -0.40, 2.25]]}

(11)
{"formula": "CBrF2O3S", "method": "ωB97M-V/def2-TZVPD", "gap_ev": 8.72, "lumo_energy_ev": 2.69, "energy_ha": -3435.75556, "total_charge": -1, "e_homo_ev": -6.0, "elements": ["C", "O", "O", "O", "F", "F", "S", "Br"], "coordinates": [[-3.45, -0.04, 0.18], [1.18, 1.42, 0.61], [2.95, 0.55, -0.91], [0.69, -0.33, -1.04], [-3.54, -1.29, 0.67], [2.12, -1.03, 0.79], [1.67, 0.36, -0.27], [-1.63, 0.36, -0.04]]}

(12)
{"formula": "CBrFNO2", "method": "ωB97M-V/def2-TZVPD", "gap_ev": [7.24, 7.82], "lumo_energy_ev": [2.01, 2.70], "energy_ha": -2917.14408, "total_charge": -1, "e_homo_ev": [-5.2, -5.1], "elements": ["C", "N", "O", "O", "F", "Br"], "coordinates": [[-0.42, -0.94, 0.00], [-0.36, 0.28, 0.98], [0.54, -1.58, -0.39], [-1.65, -1.00, -0.11], [0.91, 1.90, -1.31], [0.99, 1.34, 0.84]]}